Version a
Molecular formula: C12H26N6O3
Method: DFT, ωB97M-V/def2-TZVPD

XYZ file:
```
47
Properties=species:S:1:pos:R:3:lowdin_charge:R:1
H 4.7775 3.8163 3.5298 0.06
N 3.9018 4.3218 3.9395 0.06
C 3.1354 4.4545 2.8700 -0.55
N 1.7857 4.5230 3.0205 0.09
N 3.6256 4.5858 1.5319 -0.01
C 2.7294 4.2142 0.5768 -0.33
C 2.6822 2.7027 0.2838 -0.17
C 1.5531 2.2402 -0.7206 -0.17
C 1.2611 0.6828 -0.8225 -0.27
N 0.3957 0.4085 -2.0875 -0.02
C 0.2214 0.2806 0.1693 -0.37
O -0.2189 0.8410 1.1991 0.06
N -0.3446 -1.0284 -0.1237 0.01
C -1.4014 -1.6301 0.6447 -0.20
C -2.6115 -1.5017 -0.2159 -0.18
C -2.6339 -1.8697 -1.7474 -0.14
C -2.4519 -3.4765 -1.8903 -0.17
C -3.6198 -4.3234 -1.2331 -0.31
N -3.2646 -5.7174 -1.1249 -0.02
C -1.0417 -3.2779 1.0962 -0.26
O -1.8200 -3.9250 1.9027 0.03
O 0.1638 -3.7184 0.4900 0.05
H 1.2785 4.5548 4.0020 0.18
H 1.4274 5.2835 2.6640 0.01
H 4.6021 4.2490 1.3943 0.15
H 1.6250 4.4281 1.1018 0.16
H 2.9118 4.9637 -0.3248 0.15
H 2.3638 2.3940 1.2695 0.09
H 3.7741 2.3045 -0.0174 0.15
H 0.6256 2.7314 -0.5381 0.08
H 1.6599 2.6127 -1.8754 0.15
H 2.2796 0.1660 -0.9550 0.17
H -0.1401 1.3698 -2.3477 0.14
H 1.0823 0.1534 -2.8820 0.11
H -0.3041 -1.3254 -1.1254 0.11
H -1.4552 -0.9888 1.5325 0.15
H -3.3498 -2.0372 0.3373 0.09
H -2.8453 -0.4715 -0.2086 0.10
H -1.8190 -1.4103 -2.3504 0.07
H -3.5425 -1.3565 -2.3409 0.15
H -2.1951 -3.7552 -2.8949 0.09
H -1.6420 -3.8331 -1.2320 0.08
H -4.5312 -4.0607 -1.7345 0.10
H -3.8219 -3.7459 -0.3171 0.09
H -2.4120 -5.8936 -0.5693 0.07
H -2.9517 -6.0585 -2.0933 0.10
H 0.5555 -2.8772 0.2171 0.07
```

Computed properties:
LUMO, hartree: 0.0052
Total charge: 0
Structure (SMILES): [H]/N=C(/N)NCCC[C@H](N)C(=O)N[C@@H](CCCCN)C(=O)O
Highest occupied orbital energy, eV: -9.008

---

Version b
Molecular formula: C12H26N6O3
Method: DFT, ωB97M-V/def2-TZVPD

XYZ file:
```
47
Properties=species:S:1:pos:R:3:lowdin_charge:R:1
H 5.8926 2.6150 -1.1030 0.09
N 5.4506 1.6441 -1.2102 0.11
C 5.9631 0.6341 -0.6561 -0.60
N 7.0481 0.4512 0.2929 0.04
N 5.5048 -0.7387 -0.9992 0.00
C 4.7329 -1.3319 0.2997 -0.20
C 4.1286 -0.3612 1.2702 -0.25
C 2.8635 0.3578 0.7975 -0.16
C 1.5367 -0.4463 0.2891 -0.36
N 1.6673 -0.8315 -1.0401 0.04
C 0.2239 0.1939 0.4877 -0.38
O -0.1715 0.6719 1.5926 0.03
N -0.7774 -0.2721 -0.3938 0.11
C -2.1142 0.2659 -0.2052 -0.23
C -3.0455 -0.4446 0.8460 -0.10
C -4.6768 -0.4206 0.6950 -0.21
C -5.1753 -0.7977 -0.6568 -0.25
C -6.7406 -0.9011 -0.7613 -0.33
N -7.5512 0.1981 -0.3048 -0.08
C -2.2565 1.7514 -0.0895 -0.54
O -3.0347 2.3291 0.5571 0.14
O -1.1811 2.4257 -0.6225 0.03
H 7.9966 1.0527 -0.1165 0.18
H 7.4031 -0.5381 0.3704 0.08
H 4.8240 -0.8106 -1.8400 0.12
H 3.8757 -2.0515 -0.0822 0.12
H 5.4694 -1.9568 0.8577 0.10
H 4.1153 -0.9990 2.2296 0.14
H 4.7459 0.6555 1.4310 0.14
H 3.1258 1.1360 0.0298 0.10
H 2.5242 1.0340 1.7072 0.15
H 1.6055 -1.2277 1.1273 0.18
H 2.5374 -1.4612 -1.0932 0.09
H 2.1343 0.0437 -1.3365 0.10
H -0.3343 -0.8256 -1.0868 0.10
H -2.6460 0.0352 -1.2070 0.17
H -2.8470 -1.4931 0.7465 0.09
H -2.9372 -0.0805 1.9051 0.13
H -4.7973 0.7484 0.6415 0.12
H -5.1546 -0.8455 1.5150 0.08
H -4.6632 -1.7501 -1.0934 0.13
H -4.8190 0.1000 -1.2909 0.12
H -7.3099 -1.1281 -1.7540 0.13
H -6.8904 -1.8380 -0.2355 0.09
H -7.6149 1.1507 -0.9070 0.13
H -7.3251 0.5951 0.6732 0.09
H -1.3056 3.4619 -0.2768 0.22
```

Computed properties:
LUMO, hartree: 0.0177
Total charge: 0
Structure (SMILES): [H]/N=C(\N)NCCC[C@H](N)C(=O)N[C@@H](CCCCN)C(=O)O
Highest occupied orbital energy, eV: -8.873

---

Ranking the structures above from most stable to least stable yields version b, version a.